Record 1
15
Properties=species:S:1:pos:R:3 method="wB97M-V/def2-TZVPD" fmax_ev_per_a=4.21 homo_ev=-9.613 total_energy_ha=-358.2416 smiles="N=C(N)N.O.O" relative_energy_kcal_mol=18.8 charge=0
O -2.38 -1.47 1.14
O -1.88 -0.29 -1.56
N 0.37 1.51 -0.16
N 0.94 -0.50 0.98
N 2.56 0.45 -0.24
C 1.25 0.57 0.09
H -0.07 -0.56 1.01
H 0.65 2.04 -0.99
H 1.20 -1.41 0.48
H 2.97 1.35 -0.65
H 3.14 0.28 0.57
H -1.81 -1.25 0.40
H -2.23 0.35 -2.23
H -1.27 0.34 -1.10
H -3.02 -0.75 1.22


Record 2
14
Properties=species:S:1:pos:R:3 method="wB97M-V/def2-TZVPD" fmax_ev_per_a=3.90 homo_ev="-21.337 / -20.560" multiplicity=2 total_energy_ha=-261.8096 relative_energy_kcal_mol=6.5 charge=+2
N -2.26 1.11 -0.22
N 2.23 -0.66 0.75
N 0.05 0.25 0.69
N 1.00 -0.65 -1.24
C 1.09 -0.34 0.09
H -1.23 0.72 0.37
H 0.12 0.22 1.71
H 2.82 -1.37 0.32
H 2.09 -0.81 1.75
H 1.65 -1.35 -1.57
H -2.30 2.13 -0.21
H -2.23 0.82 -1.19
H -3.07 0.74 0.28
H 0.04 -0.80 -1.54


Record 3
16
Properties=species:S:1:pos:R:3 method="wB97M-V/def2-TZVPD" fmax_ev_per_a=3.42 homo_ev=-8.081 total_energy_ha=-392.4169 smiles="NN=C(N)N.NO" relative_energy_kcal_mol=47.0 charge=0
O -1.56 -0.94 1.31
N -0.30 -0.36 -1.64
N 1.51 -1.34 0.09
N 1.16 -0.01 0.19
N -1.35 0.50 1.55
N 0.26 1.76 -1.00
C 0.44 0.43 -0.82
H 1.75 -1.59 -0.87
H -0.46 -1.26 -1.20
H -0.70 -1.25 0.95
H 0.83 2.28 -0.34
H 2.38 -1.49 0.62
H -0.22 0.54 1.59
H -1.85 0.63 2.43
H -0.71 2.04 -0.91
H -1.17 0.05 -1.94


Record 4
17
Properties=species:S:1:pos:R:3 method="wB97M-V/def2-TZVPD" fmax_ev_per_a=5.05 homo_ev=-17.745 total_energy_ha=-789.9339 relative_energy_kcal_mol=20.0 charge=+2
S -2.61 1.20 -0.23
O 0.27 -0.53 -0.14
N -2.39 -0.29 -0.07
N 2.82 -0.24 -0.15
N -0.18 1.59 0.46
N -3.20 -1.12 0.43
N 2.07 0.86 0.12
C 0.67 0.74 0.08
H -2.75 -2.02 0.72
H -3.79 1.43 0.41
H -4.17 -0.78 0.74
H 0.13 2.43 0.86
H 3.43 -0.50 0.60
H 3.29 -0.14 -1.14
H 2.04 -0.95 -0.38
H 2.39 1.88 0.06
H -0.64 -0.41 -0.48


Record 5
13
Properties=species:S:1:pos:R:3 method="wB97M-V/def2-TZVPD" fmax_ev_per_a=1.91 homo_ev=-9.319 total_energy_ha=-248.7020 smiles=CN.O.O relative_energy_kcal_mol=8.3 charge=0
O -0.06 -0.51 -2.62
O 1.19 -1.30 1.81
N -0.37 -0.08 0.29
C -0.22 1.28 0.75
H 0.78 1.61 0.59
H 2.10 -1.15 1.56
H -0.51 1.33 1.79
H 0.61 -0.89 1.02
H -0.79 2.07 0.22
H -1.25 -0.46 0.58
H -0.33 -1.44 -2.51
H -0.18 -0.26 -0.70
H -0.97 -0.20 -2.79


Record 6
14
Properties=species:S:1:pos:R:3 method="wB97M-V/def2-TZVPD" fmax_ev_per_a=2.03 homo_ev=-10.181 total_energy_ha=-323.9473 smiles="C=N.O.O.O" relative_energy_kcal_mol=12.7 charge=0
O 0.81 0.59 1.49
O 0.27 0.19 -1.79
O 1.33 2.42 -0.46
N -0.83 -1.89 0.27
C -1.99 -2.15 0.71
H 0.65 3.08 -0.70
H 0.35 -0.28 1.34
H 0.20 0.45 -2.71
H -2.16 -2.59 1.69
H -0.85 -1.46 -0.65
H 1.26 0.36 2.32
H -2.90 -1.80 0.22
H 0.90 2.02 0.30
H 0.83 0.89 -1.42


Record 7
15
Properties=species:S:1:pos:R:3 method="wB97M-V/def2-TZVPD" fmax_ev_per_a=4.85 homo_ev=-10.324 total_energy_ha=-399.2179 smiles="NC=O.O.O.O" relative_energy_kcal_mol=21.1 charge=0
O -1.56 -0.18 1.38
O -0.26 2.31 0.97
O 1.61 1.26 -0.49
O -1.06 -2.00 -0.31
N 1.08 -0.79 -1.31
C 1.72 0.39 -1.33
H 0.20 2.63 1.79
H 1.19 -1.52 -2.02
H -1.51 -1.24 0.05
H -1.22 -2.69 0.43
H -2.16 -0.36 2.06
H 0.33 1.90 0.23
H 2.34 0.60 -2.21
H 0.52 -1.03 -0.60
H -1.24 0.70 1.36


Record 8
14
Properties=species:S:1:pos:R:3 method="wB97M-V/def2-TZVPD" fmax_ev_per_a=2.17 homo_ev=-8.965 total_energy_ha=-1357.0049 smiles=C[Si](P)(P)P relative_energy_kcal_mol=0.0 charge=0
P -1.66 0.06 -1.89
P 1.89 0.40 -1.39
P -0.65 2.38 0.79
Si -0.06 0.41 -0.16
C -0.11 -1.19 0.96
H 2.73 1.03 -0.53
H -2.42 -0.87 -1.22
H -0.95 -1.15 1.64
H 2.12 -1.02 -1.19
H 0.83 -1.33 1.55
H -0.22 3.45 -0.07
H 0.42 2.56 1.67
H -0.81 -0.88 -2.44
H -0.14 -2.05 0.21